139
Properties=species:S:1:pos:R:3:forces:R:3 method="wB97M-V/def2-TZVPD" lumo_ha=-0.001 spin_multiplicity=1
O -3.088517 -4.181098 -5.292315 0.31 -0.78 0.00
O -2.682528 6.139398 -0.998410 -1.34 -0.80 2.01
P -3.087680 7.498565 -1.673533 -1.62 -0.43 -0.60
H -1.483277 8.518241 0.286330 -0.67 1.28 -0.25
H 7.009141 -4.860587 3.075405 0.84 -0.47 -0.57
O -4.114787 -2.170569 -6.222307 1.71 0.36 1.23
F -0.611046 0.190702 0.919372 -0.49 0.17 0.07
O -0.701529 -5.201278 -1.780960 -0.78 -1.88 -0.69
O 1.637560 4.779085 1.104835 -0.39 0.41 -0.12
H 6.896736 -3.390213 -3.956720 1.12 0.77 0.61
H 1.678197 7.239482 -0.576528 -0.44 -0.81 -0.12
H -4.772616 -4.495603 5.463620 0.53 -0.54 -0.29
H 6.738331 -2.017506 -6.105641 -0.25 0.42 0.51
C -2.707480 -6.010323 0.857801 -0.96 -1.58 0.64
H -1.441479 5.644294 5.146789 0.31 0.25 -0.02
O -3.365005 8.583566 -0.601160 0.45 1.45 0.72
P 0.134166 -4.050046 -1.582438 1.74 2.21 2.33
H 0.709666 6.373205 -1.785723 -1.83 0.40 -1.63
H 3.679551 0.850673 -1.759672 0.94 -1.26 0.54
H -5.374084 -1.050016 -3.477075 -0.16 0.08 -0.23
C -4.569815 -1.576372 -2.976234 -0.99 0.20 1.63
H -2.659513 9.893567 0.791807 0.67 -0.91 -0.74
Rb -0.117599 -0.563047 -3.584241 0.19 0.22 0.12
H 0.134222 -4.369789 5.130930 0.03 -0.39 0.54
O -0.031301 4.097580 5.156075 -0.72 0.40 0.45
C 1.859563 5.589486 2.156004 -0.22 -0.31 -0.10
C 4.505844 0.083142 -1.548635 -1.67 2.81 1.29
O -0.633769 1.656945 5.039195 0.29 -0.51 0.31
C -0.150852 0.977933 -0.047766 -0.69 -1.51 -1.50
C 6.135035 -2.899870 -5.904130 1.70 -1.01 -0.35
H 6.466731 -4.398303 0.663087 -0.43 0.37 -0.25
H -2.107308 -1.479156 -1.117421 -0.16 2.15 0.58
H -5.681734 -1.954149 -7.317755 -0.42 -1.08 0.30
O -2.054637 7.775214 -2.637245 0.98 0.65 -1.37
O 2.435985 4.992132 3.204976 0.04 -1.01 -0.52
O 4.324019 -0.991696 -2.373807 0.93 -0.83 -2.16
C 2.826101 3.532530 3.212364 -1.05 2.73 1.35
H 7.465082 -2.855082 0.796421 -0.61 -1.01 0.11
C -4.401938 -4.323493 4.442799 -0.70 0.28 0.34
H -1.915895 1.943914 2.632363 0.32 0.56 -0.27
C -0.373977 5.521656 4.926266 -1.46 -2.14 0.03
H -5.008253 -4.891026 3.727550 0.02 0.23 0.16
O -2.174246 3.419529 4.034267 0.06 0.32 0.16
O -4.621212 7.401198 -2.214121 2.07 0.00 1.04
H -1.789038 -5.690465 -4.701749 -1.80 0.71 0.99
H 5.418501 0.648068 -1.565980 0.80 -0.20 -0.85
H 3.620664 3.423981 2.550353 1.20 -0.47 -1.24
H -0.724237 -3.125187 4.351819 -1.31 1.77 0.05
H -2.471198 4.964679 0.605177 -0.94 -0.42 -0.37
H 1.258492 -5.088046 1.490827 0.26 -0.23 0.33
O -3.032184 -4.693240 4.311570 -1.10 0.38 2.07
H -5.460887 -3.671330 -6.595357 0.12 -0.08 -0.71
H 3.182426 -4.314243 -1.694718 -0.19 0.47 -0.29
O -0.433497 2.279796 -2.214216 0.48 -0.04 -0.85
C -3.326675 5.544696 0.227015 0.56 -0.03 -0.97
H 2.815803 -1.773216 0.522842 -0.31 0.09 -0.43
H 2.631658 -4.750259 0.302810 -0.76 -0.40 0.35
P -1.176099 2.992796 5.248821 -0.12 0.20 -1.65
H 5.584172 -4.290922 -4.289907 -0.51 0.41 -0.66
O -0.823252 -5.002791 3.423044 -0.54 0.90 -0.16
H 3.148879 3.492047 4.234746 0.35 -0.48 0.36
H -0.083018 5.952831 0.791596 0.98 -0.94 -1.04
H 2.006590 2.864321 3.085018 -0.72 -0.23 -0.45
C -4.824643 6.223133 -2.995614 -1.93 0.88 0.28
C 1.307865 6.259779 -0.956954 1.90 -1.40 2.93
H -2.649621 -7.070535 0.555782 0.14 0.65 0.15
C -2.224439 9.303843 -0.070190 0.04 -0.40 2.17
H 8.219326 -3.626007 3.027902 0.01 0.25 0.04
H -4.275808 4.972892 -0.052680 1.62 0.63 0.42
F 0.680802 0.131665 -0.792722 0.05 0.75 0.51
C 7.736684 -4.367951 2.395207 -2.32 2.24 0.79
H 1.861506 -2.272723 1.951072 0.33 0.20 -0.19
O -2.131316 -1.786878 -4.772288 1.11 -0.01 -0.41
C 5.458935 -1.501000 -2.911634 -1.60 -0.71 0.28
H -3.635063 2.569047 7.667741 -0.02 -0.10 0.76
C -1.716031 3.030750 2.690345 -0.38 -0.44 -0.56
C 2.697478 -1.657249 1.582221 -0.88 0.61 0.65
H 6.763008 -3.687160 -6.426564 -1.16 0.49 0.54
H 2.531746 -0.608497 1.859621 -0.13 -0.30 -0.16
H 0.225299 6.045254 5.597957 0.93 1.08 0.90
C -2.645541 -5.063819 -4.236510 1.77 -0.87 -0.78
H 1.287622 -5.990510 -0.081308 0.46 0.98 0.66
O -4.156230 -2.691047 -3.713493 -0.91 -1.57 0.05
H -4.978236 -1.916819 -1.966525 0.70 0.27 -1.37
O 1.344827 -3.775472 -2.550068 -0.50 -0.50 -0.12
C -1.889707 -2.475755 -0.954464 1.68 -2.10 0.24
P -2.328244 -4.657178 2.946219 2.59 -0.38 0.91
H 2.167487 5.672316 -1.314138 0.03 0.32 0.08
C 0.655023 5.344263 0.156737 -1.00 0.97 -0.12
H 4.470390 -0.303721 -0.556667 -0.47 0.09 1.11
C 1.567436 -5.036089 0.458717 -0.82 0.41 -1.50
H 3.132122 -3.229546 -3.101108 0.86 0.17 -0.98
O 0.737844 -3.918317 -0.080234 0.59 -1.18 -0.58
H -2.236136 -4.557823 -3.372906 0.24 0.44 -0.10
H -1.727442 -2.857054 0.070432 -0.61 0.70 -0.40
H -1.719455 10.054786 -0.687998 -0.45 -0.64 -0.64
C 5.968988 -3.269640 -4.458284 0.30 -1.17 0.38
O 3.909859 -2.031902 2.214906 0.40 -0.67 0.01
H -3.576311 -5.549389 0.417968 -0.64 0.03 0.20
O 5.850328 -2.906717 2.037005 1.02 -0.93 1.05
O 1.520435 6.745892 2.191425 0.23 -0.11 0.33
H 0.126345 4.451370 -0.271997 0.66 0.89 0.27
H -5.796965 6.515846 -3.453652 0.63 -1.15 -0.10
H -3.517566 6.261513 1.035325 -0.25 0.39 -0.66
H -3.509161 -5.587033 -3.859719 -0.11 -0.66 -0.28
H -4.022475 3.067537 6.062586 0.08 -0.38 -0.21
C -3.315350 2.479807 6.653442 0.19 0.88 -0.36
O -2.025044 3.173720 6.593750 -0.06 -0.03 -0.99
S -1.362957 1.687762 -1.295384 -0.50 1.28 2.20
H -2.665990 -2.983931 -1.482185 -0.41 -0.99 -0.24
H 8.526551 -4.912518 1.971196 0.61 -1.31 -0.63
C 4.731558 -2.726218 1.419034 -0.73 1.42 -0.35
O -2.158105 2.622222 -0.518821 0.43 -0.35 -0.20
H -0.186130 5.773090 3.902603 0.26 0.11 -0.46
O -2.752489 -5.991863 2.321837 -0.78 -1.36 -1.96
C -5.406402 -2.594281 -6.451983 -1.53 0.04 -1.43
O -0.603045 -2.677026 -1.662369 -0.94 0.75 -0.38
H 0.766041 -3.710742 3.671487 0.28 0.25 -0.40
H -0.623040 3.208449 2.606035 -0.66 -0.02 -0.08
H 2.787956 -2.594525 -1.554584 -0.35 0.80 0.82
H -4.048529 6.118707 -3.726517 0.37 -0.31 -0.47
C 6.855240 -3.636718 1.329316 2.38 0.19 0.50
C -0.147355 -3.965033 4.178871 0.99 -2.03 -0.44
H -2.273258 3.531516 1.802381 0.78 -0.62 2.18
H -3.285167 1.426587 6.362113 0.33 0.29 -0.15
O 6.565845 -1.249081 -2.611985 2.05 0.89 0.57
H -4.538736 -3.248628 4.331908 0.17 0.03 -0.56
H -1.909750 -5.431787 0.520465 1.67 0.53 -0.63
F 0.530714 1.941903 0.490135 1.04 0.67 0.41
O 4.515490 -3.003964 0.267881 -0.23 -0.63 -0.57
H -6.135479 -2.429668 -5.672371 0.12 0.61 0.71
O -2.103612 0.554449 -1.776241 -0.20 -0.98 -0.66
O -2.485506 -3.485984 2.114685 -0.28 1.24 -0.66
H -3.749140 -0.908081 -2.829600 0.50 0.54 0.25
H -4.898583 5.376328 -2.302735 -0.08 -0.10 -0.59
O 5.075460 -2.416711 -3.765558 -1.09 -0.45 -1.01
P -3.258001 -2.683019 -4.992372 -0.89 1.73 -0.01
H 5.168004 -2.790694 -6.322283 -0.80 0.00 -0.87
C 2.696826 -3.444385 -2.171691 -0.48 -1.74 0.13